9
Properties=species:S:1:pos:R:3 method="wB97M-V/def2-TZVPD" total_charge=-1 e_above_lowest_kj_mol=394.1 e_tot_ha=-643.88276
C 0.266 -0.100 0.518
N -0.908 0.572 1.435
O -0.116 0.306 -2.640
O 1.107 -1.655 -1.866
S 1.028 -0.153 -1.767
H 1.207 -0.100 1.074
H -0.245 -1.042 0.457
H -1.772 0.847 0.823
H -0.567 1.325 1.966